Molecular formula: C40H115N5O15
Method: DFT, ωB97M-V/def2-TZVPD

The strongest force on any atom is 0.053 Eh/bohr. The multiplicity is 1. The molar mass is 906.38 g mol⁻¹. Its total charge is 0. As for the energy: -81501.5152 eV. The value obtained for the LUMO energy is 0.200 eV. For the HOMO-LUMO gap, the calculation gives 9.011 eV. Its relative energy (zero: lowest compared OMol25 entry of this formula, charge and spin) is 369.6 kJ/mol.

Each line ends with the Mulliken charge.
CARTESIAN COORDINATES (ANGSTROEM)
C: 16.472205 11.377775 14.812470  -1.3650
C: 15.242675 11.998645 14.143130  0.3554
C: 15.053745 13.560695 14.270780  -0.5950
O: 13.896395 13.983875 13.543600  -0.4903
C: 13.648955 15.377755 13.447300  -0.1688
N: 15.376165 11.727515 12.720610  -0.8080
H: 16.704505 11.838435 15.772640  0.3411
H: 17.393595 11.556565 14.258240  0.3133
H: 16.404725 10.296635 14.933630  0.3350
H: 14.343755 11.499735 14.505270  0.3379
H: 15.941285 14.089715 13.923630  0.2910
H: 14.797395 13.812945 15.299740  0.3747
H: 12.975005 15.471055 12.595720  0.0718
H: 14.510675 16.030505 13.307850  0.1543
H: 13.072745 15.674405 14.323700  0.1849
H: 14.572525 12.243255 12.391530  0.3552
H: 16.160045 12.242055 12.345250  0.2783
C: 16.500115 17.880835 14.692670  -1.2324
C: 15.664595 18.887175 15.577040  0.2342
C: 15.864985 20.302825 15.092280  0.5112
O: 15.178685 21.184005 16.012290  -0.6644
C: 15.596655 22.500375 15.908750  -0.6426
N: 14.283485 18.518835 15.576470  -0.0870
H: 16.419145 16.852445 15.044740  0.2453
H: 17.537825 18.199345 14.791680  0.5468
H: 16.136255 17.906615 13.665520  -0.0999
H: 15.980835 18.843425 16.619240  0.4817
H: 15.501715 20.409825 14.070180  -0.9013
H: 16.939085 20.476635 15.027520  0.8454
H: 14.989545 23.041805 16.634250  0.2794
H: 15.467035 22.988505 14.942820  -0.0094
H: 16.645545 22.571795 16.196540  0.3785
H: 13.950215 18.504315 14.623150  -0.4104
H: 13.771535 19.294565 15.971760  -0.0118
C: 10.858915 17.205565 16.569650  -0.5300
C: 10.959895 16.816505 18.032710  0.5606
C: 9.863725 17.313055 18.965220  -0.7526
O: 10.248615 16.895205 20.294740  -0.3802
C: 9.543365 17.549535 21.282100  -0.7565
N: 10.994195 15.348955 18.076480  -0.7841
H: 10.939015 18.290105 16.495670  -0.2395
H: 9.868815 16.949815 16.192300  0.5347
H: 11.703865 16.829475 15.992840  -0.1194
H: 11.885295 17.155715 18.498190  0.1484
H: 8.860435 17.001025 18.675160  0.3854
H: 9.809705 18.390315 18.808130  0.3405
H: 9.951785 17.282795 22.256850  0.2795
H: 8.462885 17.408645 21.253400  0.3028
H: 9.672315 18.626605 21.175440  0.2728
H: 10.838875 15.279425 19.072040  0.3476
H: 10.074955 15.109515 17.733300  0.3310
C: 14.146905 29.807465 12.108790  -1.5441
C: 14.406315 29.128995 10.780860  0.3292
C: 14.480415 27.570825 10.965660  -0.0779
O: 15.645195 27.113125 11.649160  -0.5055
C: 15.909705 25.724705 11.475540  -0.2801
N: 13.329385 29.490155 9.842620  -0.6647
H: 14.141015 30.889905 11.980730  0.4710
H: 14.960985 29.577485 12.796170  0.2801
H: 13.167615 29.529015 12.498080  0.3391
H: 15.327115 29.558725 10.386440  0.2541
H: 14.407485 27.090395 9.989980  0.2736
H: 13.598065 27.227485 11.505730  0.0701
H: 15.998995 25.407745 10.436470  0.3813
H: 15.164825 25.147095 12.022910  -0.0739
H: 16.889575 25.493455 11.893250  0.3490
H: 13.275575 30.497955 9.803510  0.2463
H: 13.492235 29.199565 8.889130  0.2241
C: 10.766705 19.360175 13.272860  -0.6388
C: 12.213055 19.639115 12.709600  1.4643
C: 12.869665 20.932475 13.191640  0.0872
O: 12.065575 22.082385 13.011420  0.3759
C: 12.610165 23.305865 13.444130  -0.1217
N: 13.043765 18.481105 13.036880  1.6216
H: 10.160025 20.150305 12.830450  -0.3808
H: 10.706225 19.386345 14.360870  -0.2039
H: 10.390175 18.387225 12.957110  0.3805
H: 12.096585 19.729235 11.629600  -1.3529
H: 13.772495 21.082955 12.599730  -0.3815
H: 13.041445 20.893355 14.267310  -0.0918
H: 11.927495 24.115725 13.186880  -0.0781
H: 13.534955 23.573725 12.933150  -0.2977
H: 12.717465 23.266595 14.528130  0.0405
H: 13.798405 18.445615 12.366530  -0.5271
H: 12.537405 17.637245 12.809710  -0.0431
C: 14.053735 23.075805 9.192570  -0.9095
C: 14.369535 21.613245 9.109410  0.5855
O: 14.295985 21.240995 7.765300  -0.7081
H: 14.115185 23.601135 10.145650  -0.0249
H: 13.128065 23.304795 8.664570  0.1169
H: 14.854135 23.597315 8.667700  0.3783
H: 13.699175 21.016445 9.727910  -0.5183
H: 15.417615 21.488015 9.381340  0.5403
H: 13.377955 20.982885 7.654870  0.5415
C: 9.969995 20.190565 9.634620  -0.9951
C: 10.847475 21.391855 9.273940  1.1219
O: 11.564305 20.912515 8.182580  -0.5590
H: 9.376275 20.036945 8.733510  0.5980
H: 9.361355 20.352675 10.524210  0.1381
H: 10.519415 19.251335 9.698560  -0.2032
H: 11.518395 21.588365 10.110210  -1.0211
H: 10.379915 22.342455 9.017310  0.6533
H: 10.992945 20.802855 7.418950  0.2760
C: 10.098005 23.915265 16.837740  -1.2018
C: 9.646885 22.552425 16.250280  0.5722
O: 10.052665 21.485695 17.077780  -0.6203
H: 9.632595 24.763485 16.335720  0.4561
H: 11.155885 24.039305 16.606230  0.0824
H: 9.951395 23.895015 17.917650  0.3651
H: 10.103855 22.450495 15.265960  -0.4288
H: 8.560975 22.619975 16.184530  0.4122
H: 11.011775 21.451785 17.101060  0.2269
C: 12.246345 27.337165 15.219600  -1.0652
C: 13.768745 27.092765 15.454620  -0.1625
O: 13.781795 25.760235 15.943560  -0.3732
H: 11.735035 26.638745 14.557120  0.0705
H: 12.175315 28.337035 14.791440  0.3979
H: 11.769645 27.297495 16.199030  0.3780
H: 14.135735 27.723685 16.264170  0.3705
H: 14.319165 27.305195 14.538100  0.2107
H: 14.687015 25.554285 16.188030  0.1911
C: 9.312475 16.375735 10.228730  -0.4732
C: 8.281475 15.469605 9.609020  -0.5502
O: 7.019915 16.149755 9.556520  -0.5121
H: 10.237735 15.808585 10.330400  0.2389
H: 8.890715 16.720805 11.172730  0.2223
H: 9.494345 17.284355 9.654750  0.1520
H: 8.149625 14.573135 10.214880  0.3001
H: 8.600575 15.093775 8.636890  0.3655
H: 6.839505 16.249785 10.494090  0.2991
C: 13.661315 17.558575 9.786090  -0.4488
C: 15.022365 18.212145 10.006130  -0.3025
O: 15.008535 18.798635 11.275890  -0.3796
H: 12.872625 18.293435 9.947540  -0.2842
H: 13.493655 16.782135 10.532500  0.0439
H: 13.463635 17.106975 8.813940  0.4994
H: 15.274315 19.002105 9.298610  0.2670
H: 15.790925 17.465205 9.807410  0.4125
H: 15.759065 19.388705 11.376550  -0.1615
C: 11.858285 25.964025 9.062060  -1.6036
C: 11.694305 25.161345 10.273320  2.6324
O: 10.589745 25.562985 10.967830  -0.7101
H: 11.080865 25.862335 8.304850  0.3653
H: 12.843515 25.758635 8.643450  0.2823
H: 11.823955 27.018295 9.336740  0.4551
H: 12.563625 25.141475 10.930570  -0.5067
H: 11.430825 24.124495 10.064460  -1.0661
H: 10.345055 24.852415 11.565170  0.3136
C: 13.600075 21.597005 18.916400  -1.4524
C: 12.906635 20.518655 18.106600  0.1306
O: 12.686225 21.019635 16.828120  0.9317
H: 14.555285 21.809875 18.436460  0.1362
H: 13.878505 21.112765 19.852400  0.4500
H: 13.007675 22.497155 19.080390  0.3096
H: 12.009185 20.171335 18.618500  0.3234
H: 13.462415 19.585525 18.014630  0.3915
H: 13.529055 21.132805 16.382670  -0.5777
C: 17.419615 22.279155 12.469570  -0.2804
C: 18.198125 21.049365 12.043720  -0.5368
O: 17.473685 20.492185 10.963360  -0.3872
H: 17.487645 22.987415 11.643840  0.3342
H: 17.782965 22.703445 13.405550  0.4026
H: 16.372455 22.036235 12.649990  -0.4140
H: 18.299965 20.244565 12.771750  0.2659
H: 19.177785 21.314935 11.646450  0.4514
H: 18.098185 19.882745 10.563130  0.2382
C: 7.233405 23.242545 12.273100  -1.6571
C: 8.499415 22.431435 12.639140  0.6588
O: 9.646295 23.262065 12.668380  -0.4028
H: 6.976315 24.000735 13.012800  0.4030
H: 6.392595 22.557925 12.384580  0.4409
H: 7.176625 23.668695 11.271470  0.3118
H: 8.609555 21.644775 11.892720  -0.2927
H: 8.337665 21.837945 13.538990  0.2829
H: 10.395975 22.693175 12.857970  0.5006

Atoms 1-2, force components in eV/Å:
C 0.36 0.85 0.68
C 0.94 0.86 -0.51